{
  "formula": "C2H8OS2",
  "method": "ωB97M-V with the def2-TZVPD basis set",
  "species": ["C", "C", "S", "S", "H", "H", "H", "H", "H", "H", "O", "H", "H"],
  "xyz": [[-0.9075, 2.4365, -0.3926], [0.4241, 1.7426, -0.6512], [0.1768, -0.0226, -1.2101], [-1.0398, 0.1046, -2.8420], [-1.2960, 2.2792, 0.6065], [-1.6510, 2.1856, -1.1522], [-0.7832, 3.4961, -0.6013], [0.9225, 1.5630, 0.2914], [0.9884, 2.1862, -1.4623], [-0.1330, 0.0675, -3.8222], [0.7396, -5.2913, 3.9003], [1.0233, -5.9331, 3.2422], [1.5357, -4.8140, 4.0934]],
  "forces_ev_per_angstrom": [[0.18, 0.56, -0.93], [-1.42, -1.33, -0.57], [0.12, 0.13, 0.34], [-0.26, 0.02, 0.11], [-0.04, -0.08, 0.04], [-0.04, -0.44, 0.20], [0.13, 0.35, 0.53], [0.72, 0.34, -0.04], [0.37, 0.37, 0.41], [0.24, 0.08, -0.09], [-0.43, -0.42, -0.24], [-0.15, -0.07, -0.03], [0.58, 0.49, 0.27]],
  "smiles": "CCSS.O",
  "charge": 0,
  "homo_ha": -0.3328,
  "energy_ev": -25921.535,
  "spin_multiplicity": 1,
  "orbital_gap_ha": 0.355
}